Entry 1:
{
  "formula": "C11H34N2O5",
  "method": "ωB97M-V with the def2-TZVPD basis set",
  "homo_energy_ha": -0.33475,
  "smiles": "COC[C@H](C)N.COC[C@H](C)N.CO.CO.CO",
  "max_force_ha_per_bohr": 0.022,
  "elements": ["C", "O", "H", "H", "H", "H", "C", "O", "H", "H", "H", "H", "C", "O", "H", "H", "H", "H", "C", "C", "C", "O", "C", "N", "H", "H", "H", "H", "H", "H", "H", "H", "H", "H", "H", "C", "C", "C", "O", "C", "N", "H", "H", "H", "H", "H", "H", "H", "H", "H", "H", "H"],
  "positions_angstrom": [[-6.2427, -17.6737, 1.4062], [-7.2926, -17.5981, 2.3647], [-6.0888, -16.7224, 0.8785], [-5.3317, -17.8302, 1.9833], [-6.4118, -18.4562, 0.6664], [-8.1658, -17.7162, 1.9587], [-5.0228, -13.4000, 2.1312], [-6.1702, -13.9419, 1.4730], [-4.3006, -13.0102, 1.4107], [-5.3166, -12.6315, 2.8482], [-4.5367, -14.2203, 2.6551], [-6.5544, -13.2359, 0.9446], [-7.9395, -21.2168, 2.0503], [-7.5342, -22.5664, 2.0846], [-7.8728, -20.7851, 1.0518], [-8.9963, -21.1082, 2.3409], [-7.3731, -20.5696, 2.7258], [-7.2087, -22.7592, 2.9664], [-9.3497, -14.1832, -0.2082], [-9.1861, -15.6524, 0.0791], [-10.1224, -16.0859, 1.1784], [-9.9056, -17.4545, 1.4463], [-10.7843, -17.9801, 2.4093], [-9.3140, -16.4309, -1.1644], [-8.6098, -13.8767, -0.9478], [-9.1831, -13.5929, 0.6990], [-10.3482, -13.9297, -0.5699], [-8.1739, -15.8341, 0.4564], [-11.1798, -15.9245, 0.9099], [-9.9361, -15.4752, 2.0723], [-11.8095, -17.6279, 2.2362], [-10.4729, -17.7038, 3.4210], [-10.8078, -19.0636, 2.3019], [-10.2053, -16.2287, -1.6062], [-9.3071, -17.4213, -0.9513], [-6.1753, -15.6671, 5.1311], [-7.6282, -15.2049, 5.0869], [-7.8308, -13.9924, 5.9646], [-7.5364, -14.3210, 7.3003], [-7.6926, -13.2158, 8.1548], [-8.1238, -14.8659, 3.7435], [-5.9023, -15.9333, 6.1544], [-5.4547, -14.9404, 4.7447], [-6.0429, -16.5616, 4.5120], [-8.2299, -16.0174, 5.5006], [-8.8726, -13.6527, 5.8795], [-7.1854, -13.1761, 5.5997], [-8.7266, -12.8442, 8.1341], [-7.0025, -12.4087, 7.8857], [-7.4866, -13.5303, 9.1772], [-7.3902, -14.4167, 3.1900], [-8.1203, -15.7616, 3.2441]],
  "forces_ev_per_a": [[-0.1, 0.6, 0.3], [0.1, -0.1, 0.1], [-0.2, -0.1, 0.0], [0.0, -0.4, -0.2], [0.2, -0.2, 0.1], [0.1, 0.1, -0.3], [-0.1, -0.3, -0.2], [0.2, 0.1, 0.0], [0.0, 0.2, 0.0], [0.1, 0.1, 0.0], [-0.1, 0.0, 0.1], [-0.1, -0.1, 0.0], [-0.7, 0.7, 0.4], [0.2, 0.0, -0.2], [0.3, -0.4, -0.1], [0.1, -0.1, 0.0], [0.2, -0.1, -0.1], [0.0, 0.0, 0.0], [0.3, 0.5, 0.2], [0.1, -0.5, -0.3], [-0.4, 0.5, 0.3], [0.1, -0.3, -0.2], [-0.5, -0.1, 0.1], [0.0, 0.2, 0.2], [-0.1, 0.0, -0.1], [0.0, -0.1, 0.0], [0.0, -0.1, -0.1], [0.0, 0.1, -0.1], [0.1, -0.1, -0.2], [0.0, -0.1, 0.0], [0.1, 0.1, 0.1], [-0.1, 0.0, 0.0], [0.2, 0.0, 0.1], [0.0, 0.0, 0.0], [0.0, 0.0, 0.0], [0.2, -0.6, -0.1], [0.5, 0.4, -0.1], [-0.3, 0.1, -0.1], [0.2, 0.1, 0.2], [-0.2, 0.0, 0.2], [0.3, -0.9, -0.5], [0.1, 0.1, 0.0], [-0.2, 0.3, 0.1], [-0.2, 0.0, 0.1], [-0.2, 0.0, -0.1], [0.1, 0.0, 0.0], [0.0, 0.0, 0.1], [0.1, 0.1, -0.1], [-0.1, 0.1, 0.0], [0.1, -0.1, -0.1], [-0.1, 0.4, 0.4], [-0.3, 0.1, 0.1]],
  "lowdin_charge": [-0.140, -0.157, 0.065, 0.079, 0.076, 0.035, -0.139, -0.147, 0.079, 0.081, 0.071, 0.075, -0.179, -0.110, 0.074, 0.070, 0.075, 0.074, -0.065, -0.445, -0.215, -0.228, -0.086, 0.054, 0.081, 0.079, 0.082, 0.115, 0.134, 0.111, 0.092, 0.097, 0.084, 0.071, 0.064, -0.049, -0.421, -0.239, -0.187, -0.120, 0.059, 0.077, 0.065, 0.067, 0.142, 0.124, 0.128, 0.087, 0.087, 0.085, 0.044, 0.041]
}

Entry 2:
{
  "formula": "C11H34N2P2STi",
  "method": "ωB97M-V with the def2-TZVPD basis set",
  "homo_energy_ha": [-0.17138, -0.26653],
  "multiplicity": 3,
  "max_force_ha_per_bohr": 0.066,
  "elements": ["Ti", "H", "H", "P", "P", "C", "H", "H", "H", "C", "H", "H", "H", "C", "H", "H", "H", "C", "H", "H", "H", "C", "H", "H", "H", "C", "H", "H", "H", "H", "H", "C", "N", "C", "C", "S", "N", "C", "C", "H", "H", "H", "H", "H", "H", "H", "H", "H", "H", "H", "H"],
  "positions_angstrom": [[-0.5272, -0.8792, -1.2973], [-2.1442, -0.3574, 0.0397], [-2.1165, 0.3075, -0.4034], [-0.7353, -3.0037, -0.1123], [-0.4053, 0.9943, -2.8943], [1.1648, 1.9103, -2.9264], [1.1318, 2.6481, -3.7376], [1.3212, 2.4111, -1.9607], [1.9913, 1.2071, -3.0948], [-0.6117, 0.3148, -4.5583], [-1.5765, -0.2086, -4.6062], [-0.5744, 1.1244, -5.2943], [0.1934, -0.4105, -4.7394], [-1.6769, 2.2839, -2.7208], [-1.5303, 2.8229, -1.7748], [-1.5988, 2.9794, -3.5645], [-2.6677, 1.8116, -2.7114], [-0.8170, -4.3163, -1.3615], [-0.9511, -5.2852, -0.8701], [-1.6573, -4.1090, -2.0387], [0.1149, -4.3049, -1.9433], [0.6320, -3.4627, 0.9903], [0.6954, -2.7415, 1.8170], [0.4561, -4.4720, 1.3810], [1.5757, -3.4372, 0.4283], [-2.2326, -3.1960, 0.8985], [-3.1108, -2.9500, 0.2875], [-2.2973, -4.2297, 1.2558], [-2.1897, -2.5042, 1.7508], [-1.9339, -1.2691, -2.0561], [0.6032, -1.6479, -2.3261], [3.0667, 0.4558, 1.2173], [2.1850, 1.1937, 2.1020], [2.8216, 1.9144, 3.1950], [0.8668, 1.2112, 1.7890], [0.4041, 0.4278, 0.2994], [-0.0859, 1.8005, 2.5031], [0.0513, 2.6385, 3.6869], [-1.4723, 1.6879, 2.0758], [4.0991, 0.5652, 1.5598], [2.9867, 0.8541, 0.1932], [2.7930, -0.6121, 1.2237], [2.7140, 3.0043, 3.1010], [2.5261, 1.5286, 4.1795], [3.9087, 1.7131, 3.1074], [-0.3712, 3.6242, 3.4416], [-0.5644, 2.1856, 4.4769], [1.0601, 2.7636, 4.0482], [-1.6197, 2.0915, 1.0646], [-1.8215, 0.6471, 2.1003], [-2.0736, 2.2744, 2.7788]],
  "forces_ev_per_a": [[-0.4, 0.4, 0.7], [-0.2, 0.7, -0.6], [-0.3, -0.9, 0.4], [0.1, 1.2, -0.8], [-0.1, -1.1, 1.0], [0.0, 0.4, -0.4], [0.3, 0.1, 0.1], [-0.1, -0.1, -0.3], [-0.3, 0.2, 0.0], [0.0, 0.4, -0.4], [0.3, 0.2, 0.0], [0.0, -0.2, -0.2], [-0.3, 0.2, 0.1], [0.0, 0.3, -0.4], [0.0, -0.1, -0.2], [-0.2, 0.2, 0.2], [0.3, 0.1, 0.0], [0.0, -0.5, 0.2], [0.0, -0.1, -0.2], [0.3, 0.0, 0.2], [-0.3, 0.0, 0.2], [0.0, -0.5, 0.2], [0.0, -0.2, -0.2], [0.3, 0.1, 0.2], [-0.3, 0.0, 0.1], [-0.1, -0.5, 0.2], [0.3, -0.1, 0.1], [-0.3, 0.1, 0.2], [0.0, -0.2, -0.2], [-1.4, -0.5, -0.9], [0.8, -0.5, -0.6], [0.3, -0.3, -0.4], [0.1, 0.3, 0.4], [1.2, -0.2, -0.2], [0.1, -1.6, -1.9], [1.7, 2.0, 2.2], [-0.4, 0.5, 0.8], [-0.6, 0.2, 0.1], [-0.4, 0.0, 0.0], [-0.2, 0.0, 0.0], [0.1, -0.4, 0.3], [0.2, 0.4, -0.2], [-0.1, -0.3, 0.2], [0.0, 0.3, -0.2], [-0.7, 0.2, 0.1], [0.2, -0.1, 0.3], [0.2, 0.3, 0.0], [-0.3, 0.0, -0.1], [0.1, -0.2, 0.2], [0.1, 0.3, -0.1], [0.1, -0.2, -0.2]],
  "lowdin_charge": [-0.336, 0.013, 0.019, 0.636, 0.630, -0.288, 0.037, 0.024, 0.045, -0.295, 0.038, 0.035, 0.036, -0.281, 0.034, 0.037, 0.042, -0.294, 0.034, 0.040, 0.034, -0.283, 0.033, 0.037, 0.044, -0.287, 0.043, 0.036, 0.035, -0.102, -0.096, -0.115, -0.203, -0.068, -0.596, 0.647, -0.201, -0.049, -0.103, 0.081, 0.071, 0.081, 0.097, 0.095, 0.090, 0.101, 0.101, 0.038, 0.070, 0.076, 0.087]
}

Entry 3:
{
  "formula": "C11H34N8O5Rb",
  "method": "ωB97M-V with the def2-TZVPD basis set",
  "homo_energy_ha": [-0.49460, -0.49457],
  "charge": 2,
  "multiplicity": 2,
  "max_force_ha_per_bohr": 0.088,
  "elements": ["Rb", "C", "O", "N", "N", "H", "H", "H", "H", "C", "O", "N", "N", "H", "H", "H", "H", "C", "O", "N", "N", "H", "H", "H", "H", "C", "C", "C", "O", "C", "N", "H", "H", "H", "H", "H", "H", "H", "H", "H", "H", "H", "C", "C", "C", "O", "C", "N", "H", "H", "H", "H", "H", "H", "H", "H", "H", "H", "H"],
  "positions_angstrom": [[0.0205, -0.2708, 0.0468], [2.0988, 2.8507, -1.1049], [1.3188, 1.8736, -1.1106], [2.0165, 3.8668, -1.9248], [3.2166, 2.8746, -0.4563], [2.5645, 4.7113, -1.8441], [1.0505, 4.1093, -2.0924], [3.7789, 3.7022, -0.5940], [3.5246, 2.0840, 0.0915], [0.7143, -2.7577, 3.1075], [0.8954, -2.1977, 2.0661], [-0.4718, -3.1577, 3.5348], [1.7167, -2.9847, 3.9636], [-1.2139, -2.9635, 2.8778], [-0.4635, -3.6034, 4.4411], [2.5781, -2.7304, 3.5018], [1.5224, -3.3726, 4.8757], [-3.2383, -1.5122, 1.7407], [-2.4191, -1.3207, 0.8858], [-3.7595, -2.7014, 1.9697], [-3.8302, -0.6028, 2.4617], [-4.4913, -2.7998, 2.6588], [-3.4823, -3.4051, 1.3004], [-4.4853, -0.8277, 3.1969], [-3.7336, 0.3265, 2.0782], [2.8876, -3.0395, -1.2964], [2.3419, -1.9388, -2.1967], [2.8611, -2.1831, -3.6537], [2.2458, -1.3771, -4.6399], [2.6968, -0.1157, -4.7808], [0.8734, -2.0816, -2.1514], [2.6728, -3.9906, -1.7835], [2.3173, -3.1723, -0.3770], [3.9592, -3.0128, -1.0991], [2.5894, -0.9594, -1.7873], [2.5079, -3.1664, -3.9643], [3.9423, -2.0921, -3.5501], [2.3261, 0.7015, -4.1622], [2.3755, 0.2074, -5.7710], [3.7750, -0.0075, -4.8983], [0.6593, -2.9593, -2.6031], [0.5066, -1.5294, -2.9134], [-2.5879, 3.7003, -0.8738], [-2.0343, 2.5126, 0.0239], [-2.2216, 2.8341, 1.4843], [-1.4951, 1.8047, 2.1293], [-1.6233, 1.6749, 3.5291], [-2.7682, 1.3748, -0.5634], [-1.9371, 4.5687, -0.7718], [-3.5402, 4.0918, -0.5159], [-2.6378, 3.4795, -1.9400], [-0.9883, 2.3092, -0.2054], [-3.3045, 2.8252, 1.6086], [-1.6950, 3.7523, 1.7445], [-2.5949, 1.9599, 3.9329], [-0.9352, 2.2367, 4.1608], [-1.4992, 0.6075, 3.7117], [-2.7304, 0.5292, -0.0125], [-2.3727, 1.2643, -1.4862]],
  "forces_ev_per_a": [[-0.2, 0.0, 0.8], [-0.6, -2.9, -0.5], [0.0, 0.5, 0.2], [-2.6, 2.9, -2.3], [2.8, -0.3, 2.2], [0.2, -0.3, 0.3], [-0.1, 0.0, -0.6], [0.4, -0.6, 0.6], [0.1, 0.4, 0.0], [0.1, -0.6, 2.1], [0.5, 1.5, -3.5], [-0.8, -0.2, 0.1], [0.6, 0.1, -0.3], [-0.5, -0.5, 0.8], [-1.2, 0.0, -0.5], [0.4, -0.3, 1.2], [1.0, 0.1, -0.2], [-1.7, -1.1, 0.3], [2.3, 0.7, -2.0], [0.2, -2.7, 0.2], [-0.4, 3.3, 1.3], [0.1, -0.6, -0.6], [-0.4, -0.3, 0.5], [0.1, 0.4, -0.4], [-0.2, 0.2, 0.7], [0.3, -1.0, -0.6], [-2.4, -0.3, 3.1], [-1.0, -0.3, -2.6], [0.5, -1.9, 2.7], [1.4, 2.8, -2.8], [1.7, 0.2, -2.3], [0.3, -0.2, -0.2], [0.1, 0.8, 0.2], [-0.1, 0.2, 0.0], [0.3, 0.3, -0.7], [0.5, -0.2, 0.4], [0.2, 0.3, -0.3], [-0.4, -0.4, 1.0], [-0.5, 0.0, -0.2], [0.3, -0.4, 0.8], [-0.3, -1.2, 0.9], [-0.6, 1.3, 0.3], [1.3, 0.5, 1.2], [-0.9, 1.4, -2.9], [1.0, -0.9, -1.1], [-0.3, -0.5, 0.6], [-0.4, -0.6, 0.6], [-0.4, 0.1, 1.2], [0.3, 0.1, -0.1], [-0.3, -0.6, -0.1], [-0.1, -0.3, 0.2], [0.4, 0.8, 0.4], [-0.1, 0.1, 0.9], [-0.7, 0.5, -0.2], [-0.4, 0.0, -0.4], [0.6, 0.2, -0.5], [0.1, 0.1, 0.3], [0.2, -0.3, -0.2], [-0.3, -0.4, -0.1]],
  "lowdin_charge": [1.022, -0.735, -0.154, 0.181, 0.193, 0.127, 0.125, 0.129, 0.133, -0.764, -0.063, 0.193, 0.176, 0.096, 0.122, 0.122, 0.119, -0.776, -0.082, 0.181, 0.207, 0.124, 0.131, 0.134, 0.111, -0.015, -0.344, -0.054, 0.002, -0.059, 0.078, 0.101, 0.095, 0.108, 0.145, 0.159, 0.175, 0.132, 0.129, 0.128, 0.117, 0.099, -0.041, -0.430, -0.178, -0.235, -0.100, 0.034, 0.067, 0.083, 0.074, 0.067, 0.141, 0.144, 0.092, 0.092, 0.082, -0.001, 0.068]
}